1.
C49H41Cl2MnN2OP2S | the ωB97M-V functional and the def2-TZVPD basis

⟨S²⟩: 6.417
Kohn-Sham gap (spin up / spin down): 5.4 / 7.8 eV
multiplicity: 5
lowest unoccupied orbital energy (spin up / spin down): -7.70 / -5.50 eV
net charge: +2

Element x y z (Å)
C -3.613 -1.936 0.350
C 0.283 0.459 3.799
H -2.946 2.740 -1.965
C -2.313 0.166 -1.952
H -6.313 -4.967 1.203
C 2.884 -2.508 -1.361
C -3.771 4.777 0.604
H 2.382 0.304 4.114
H -4.796 -5.636 -1.394
H 0.850 -5.437 0.454
C -3.399 -0.293 -4.051
C -0.998 -0.161 -3.941
C 0.890 -3.026 3.030
H 4.768 1.578 0.026
H -0.031 -0.211 -4.424
C 2.885 -3.514 1.780
H 5.290 4.016 -0.085
C 1.522 -3.414 4.198
P 0.595 -2.572 0.352
H -2.342 -0.935 2.614
H -4.932 -5.009 2.308
H -5.135 -6.234 1.051
C 2.846 -3.837 4.164
C 1.571 -3.056 1.810
H -0.249 -3.510 -2.190
C -0.639 -3.894 0.293
S -0.093 2.356 0.377
H 0.822 -3.752 -4.371
C 3.518 -3.895 2.955
C -1.598 -0.481 3.247
C -3.140 3.057 -0.949
C -2.004 -3.641 0.238
C -1.134 -6.235 0.518
N -0.454 0.318 4.912
C 4.268 3.680 0.006
C 1.536 -2.825 -1.185
H -4.370 -3.986 -1.863
H -0.153 0.271 -2.031
C 3.240 4.610 0.056
C -1.649 -0.275 4.584
H -5.988 -4.338 -1.239
C 1.404 -3.402 -3.530
H 1.704 1.902 4.461
C -0.209 -5.215 0.418
C -3.537 4.361 -0.698
H 0.978 -3.404 5.133
N -0.382 -0.026 2.759
C 1.590 2.835 0.236
C -2.988 2.165 0.111
H 3.227 -3.232 -4.648
C -6.063 -0.921 1.055
Mn -0.073 0.011 0.665
H 1.906 1.381 2.791
C -3.779 -0.555 0.412
C -5.871 -2.290 0.953
C -5.248 -5.176 1.279
H -3.662 5.051 -1.520
C -4.447 -4.315 0.297
C -4.930 -4.584 -1.142
H -0.151 -2.733 3.071
H -2.099 -0.556 -5.735
H 3.339 -4.143 5.076
H -3.196 -6.754 0.612
C 0.801 -3.263 -2.291
C -3.606 3.892 1.664
H -5.197 1.019 0.801
H 3.480 -2.135 -0.543
H -4.449 -0.003 -2.209
H -3.786 4.222 2.677
H -4.082 5.794 0.797
H -7.033 -0.533 1.332
H -4.303 -0.445 -4.625
O -2.353 -2.334 0.000
H 3.416 -3.618 0.849
H 4.536 -2.430 -2.714
C -4.644 -2.836 0.582
Cl 2.273 0.229 0.225
C -2.963 -4.642 0.376
H 4.536 -4.258 2.919
H -6.707 -2.946 1.146
C -2.159 -0.356 -4.674
C 3.988 2.322 0.068
C -3.211 2.590 1.422
C -1.076 0.102 -2.582
Cl 0.662 5.372 0.225
C 3.486 -2.661 -2.600
C 2.751 -3.109 -3.685
C 1.923 4.196 0.167
H -3.078 1.908 2.254
H 3.452 5.668 0.009
P -2.433 0.484 -0.180
C -3.480 -0.039 -2.693
C 1.647 1.044 3.792
C -5.029 -0.047 0.766
C 2.663 1.963 0.179
H -0.806 -7.259 0.611
H -0.168 0.606 5.834
C -2.492 -5.941 0.517
H -2.405 -0.485 5.318

---

2.
C49H41F7N3O4P3RuS2Se2Te | the ωB97M-V functional and the def2-TZVPD basis

⟨S²⟩: 0.762
Kohn-Sham gap (spin up / spin down): 6.6 / 6.8 eV
multiplicity: 2
lowest unoccupied orbital energy (spin up / spin down): 2.14 / 2.14 eV
net charge: -1

Element x y z (Å)
Te -1.108 -2.353 -1.825
H 3.434 -2.964 -3.613
F -1.967 1.873 -3.627
S -3.972 -0.615 -0.383
C -2.452 -3.159 2.461
H -3.287 -3.796 -6.016
C -3.119 0.344 3.246
C 4.831 -0.449 1.446
H 4.135 -0.671 0.652
C 1.639 0.912 6.430
C -1.501 -0.992 5.058
H -3.308 -1.905 5.763
H -1.893 -4.392 -6.928
F -3.497 -4.846 3.759
H -5.516 -4.287 -2.313
H 2.330 -1.286 3.338
H 4.022 1.940 -3.499
C -5.146 -2.578 -3.555
Se 3.270 3.501 2.686
C 0.155 5.570 4.176
C 0.518 2.089 -6.958
H 0.291 0.419 -5.614
H 5.971 0.470 -3.894
C 1.719 -1.256 5.389
P -2.665 -1.686 -3.498
C 2.077 1.498 5.252
H 1.822 3.996 -3.868
C 2.460 -1.073 -3.385
F -5.875 -4.306 2.504
C 6.066 -1.083 1.500
C 0.623 1.439 -5.744
F -1.416 -1.468 1.280
C -0.106 4.433 4.923
O 0.056 0.394 -3.047
H 1.438 1.529 7.295
Ru -1.910 0.196 -1.197
N 2.206 0.279 0.243
H 0.806 3.927 -8.025
C -3.725 -1.850 0.838
H -0.679 2.373 4.884
C 1.372 4.112 -5.971
H -3.742 0.837 2.511
H -2.569 -2.797 -7.288
O -1.970 -1.681 -4.948
O -3.743 -2.883 -3.605
H 2.220 2.569 5.173
C 4.816 -1.337 -3.798
C 3.561 -1.890 -3.605
Se -2.476 2.199 0.506
N 1.200 0.026 -0.550
C -0.461 3.251 4.291
C 2.322 0.710 4.140
H -0.464 -2.602 -5.930
C 0.062 5.528 2.793
C 5.414 0.789 3.419
C -1.417 -2.884 -5.472
H 1.472 -1.469 -3.193
H 7.335 0.395 4.259
H 1.645 5.155 -6.057
C 1.463 -0.460 6.500
H 5.170 1.539 4.161
H -0.861 -1.524 5.747
C -2.873 -1.204 5.065
H -1.341 2.676 -1.925
F -1.282 -3.403 3.068
H 0.132 0.032 4.144
C 2.147 -0.673 4.212
C 3.898 0.866 -3.540
C 0.898 3.422 -7.072
C -3.679 -0.534 4.160
C -2.352 -3.505 -6.489
H -0.360 4.314 1.080
H -5.449 -2.156 -4.518
H -6.948 -3.666 -3.142
O -3.295 -0.370 -3.262
H -5.312 -1.827 -2.781
C -4.775 -3.611 2.183
P 2.933 1.424 2.580
H -1.194 -3.581 -4.654
H 1.124 -0.914 7.422
C -5.882 -3.864 -3.248
C 2.644 0.298 -3.372
H 0.431 6.491 4.672
H -5.743 -4.601 -4.038
H 6.314 -1.809 0.739
C -3.571 -3.893 2.816
C 6.968 -0.791 2.506
C -0.542 3.204 2.905
C -0.940 -0.111 4.151
C 6.638 0.152 3.470
C -2.543 -2.159 1.507
F -3.336 2.547 -2.114
C 1.118 2.136 -4.651
H 0.125 1.565 -7.818
P -1.053 1.716 2.012
H 1.575 -2.326 5.440
H -0.041 4.462 6.002
H -4.745 -0.712 4.142
C -4.831 -2.622 1.221
C 1.740 0.891 1.347
H 7.927 -1.291 2.541
C 4.497 0.492 2.409
C -1.745 0.566 3.241
F -6.022 -2.414 0.637
C -2.089 1.939 -2.266
H 5.670 -1.981 -3.966
H 0.270 6.411 2.206
N 0.076 0.463 -0.018
C 4.987 0.040 -3.760
C -0.282 4.351 2.159
C 1.474 3.467 -4.744
C 0.359 1.009 1.180
S 1.206 1.329 -3.056

---

What did we get for E? Answer: -142274.3092 -273269.3311 eV, in the order shown.
What did we get for ΔE to the lowest compared entry with this formula, charge and spin? Answer: 0.002 0.000 eV, in the order shown.